1.
Here is 3 unconnected molecules or ions with the total composition C20H26BNO8S2 from the Open Molecules 2025 dataset. Energies are from the ωB97M-V functional and the def2-TZVPD basis.

Atoms and positions in Å:
O: 5.38 -0.11 -0.13
C: 4.17 -0.24 0.02
C: 3.35 -1.03 -0.91
C: 2.03 -1.14 -0.73
O: 1.26 -1.89 -1.60
C: 1.35 -0.48 0.41
O: 0.13 -0.58 0.54
C: 2.17 0.29 1.36
C: 3.49 0.40 1.18
O: 4.27 1.12 2.06
H: 3.86 -1.51 -1.74
H: 0.34 -1.81 -1.26
H: 1.67 0.76 2.19
H: 5.19 1.05 1.72
O: 2.21 0.00 4.66
C: 2.71 -0.92 5.30
C: 1.90 -1.88 6.07
C: 2.48 -2.86 6.77
O: 1.72 -3.76 7.50
C: 3.96 -3.02 6.79
O: 4.46 -3.92 7.45
C: 4.77 -2.09 5.99
C: 4.19 -1.11 5.30
O: 4.94 -0.22 4.55
H: 0.83 -1.74 6.05
H: 2.37 -4.37 7.91
H: 5.84 -2.23 6.00
H: 4.29 0.39 4.14
B: -4.35 -2.43 -4.65
C: -3.58 -1.11 -5.34
C: -1.95 -1.16 -5.17
C: -1.43 0.38 -4.92
S: -0.94 0.57 -3.10
C: -2.45 1.27 -2.16
S: -3.67 0.15 -1.79
N: -2.45 2.75 -1.84
C: -3.83 3.36 -1.83
C: -4.46 3.28 -3.36
C: -1.64 3.09 -0.61
C: -1.70 1.98 0.60
H: -5.43 -2.79 -5.00
H: -3.84 -3.06 -3.77
H: -4.07 -0.16 -4.85
H: -3.90 -1.12 -6.49
H: -1.67 -1.79 -4.21
H: -1.46 -1.68 -6.12
H: -0.55 0.57 -5.67
H: -2.29 1.15 -5.16
H: -3.69 4.51 -1.55
H: -4.58 2.88 -1.08
H: -4.59 2.16 -3.73
H: -5.54 3.80 -3.41
H: -3.80 3.82 -4.17
H: -0.50 3.17 -0.94
H: -2.00 4.13 -0.14
H: -2.77 1.86 1.09
H: -1.21 0.93 0.32
H: -1.01 2.41 1.48

## Properties
- orbital gap (hartree) = 0.245

***

2.
Here is a molecular structure, C20H26BrN4OS2Tc from the Open Molecules 2025 dataset. Energies are from the ωB97M-V functional and the def2-TZVPD basis.

Atoms and positions in Å:
Tc: -0.32 -0.26 -0.04
C: -2.38 7.37 1.22
C: -1.11 6.55 1.40
C: -0.71 6.56 2.90
C: 0.04 7.20 0.59
C: -1.26 5.12 0.96
C: -0.14 4.25 1.08
C: -0.29 2.97 0.65
Br: 1.14 1.66 0.81
C: -1.49 2.44 0.10
O: -1.45 1.19 -0.29
C: -2.64 3.30 0.02
C: -2.45 4.61 0.44
C: -4.03 2.93 -0.51
C: -4.24 1.48 -0.95
C: -4.33 3.83 -1.72
C: -5.04 3.22 0.61
H: -2.20 8.39 1.56
H: -3.21 6.97 1.80
H: -2.68 7.43 0.17
H: -0.61 7.59 3.22
H: 0.25 6.06 3.08
H: -1.48 6.08 3.50
H: 0.15 8.24 0.90
H: -0.18 7.18 -0.48
H: 1.00 6.70 0.76
H: 0.80 4.58 1.49
H: -3.30 5.28 0.37
H: -3.60 1.20 -1.79
H: -5.27 1.37 -1.29
H: -4.10 0.77 -0.13
H: -3.62 3.65 -2.53
H: -4.29 4.89 -1.46
H: -5.33 3.61 -2.10
H: -4.85 2.60 1.49
H: -6.05 3.00 0.25
H: -5.02 4.27 0.92
N: -0.74 -1.75 3.06
C: -0.26 -2.51 2.10
N: 0.05 -2.08 0.87
C: 0.55 -3.13 0.11
C: 0.60 -4.34 0.75
S: 0.02 -4.22 2.34
C: 0.95 -2.75 -1.20
C: 1.54 -3.50 -2.20
S: 1.90 -2.54 -3.55
C: 1.24 -1.14 -2.71
N: 0.78 -1.41 -1.49
N: 1.23 0.04 -3.27
H: -0.83 -0.75 2.95
H: -0.93 -2.13 3.98
H: 0.94 -5.29 0.35
H: 1.76 -4.56 -2.20
H: 1.61 0.19 -4.20
H: 0.90 0.85 -2.77

## Properties
- orbital gap (spin up / spin down) (hartree) = 0.280 / 0.173
- total charge = +3
- spin multiplicity = 4

***

The following E_tot values (in eV) correspond, in order, to the records above: -61371.7166, -123053.2631.
The following max |F| values (in eV/A) correspond, in order, to the records above: 3.1, 3.1.